[1]
Here is C33H37BrINO4Si2Sr as an isolated structure from OMol25. Energies are from wB97M-V/def2-TZVPD.

Results
energy relative to the best compared isomer or geometry (same formula, charge and spin): 12.1 kcal per mole
frontier orbital gap: 0.09126 Eh
total charge: -2

CARTESIAN COORDINATES (ANGSTROEM)
Sr: 0.17152 0.35079 -0.51442
C: -1.13163 2.17767 4.03297
C: -2.26439 1.30537 3.50863
C: -1.85733 -0.17106 3.53086
C: -2.72975 1.69370 2.11727
C: -2.01158 2.54756 1.27943
C: -2.49359 2.86301 0.01063
C: -3.69271 2.34674 -0.46590
C: -4.17471 2.66006 -1.85446
C: -4.41001 1.50359 0.37352
C: -3.93718 1.18802 1.63812
H: -0.84554 1.87066 5.03992
H: -1.41504 3.23332 4.05707
H: -0.23214 2.06572 3.42642
H: -3.13251 1.42439 4.16990
H: -0.99787 -0.34256 2.88362
H: -2.67625 -0.81697 3.20496
H: -1.55080 -0.46548 4.53672
H: -1.07769 2.97736 1.61933
H: -1.92042 3.52442 -0.63209
H: -5.25652 2.54200 -1.93507
H: -3.70564 1.98136 -2.56926
H: -3.92040 3.68102 -2.14436
H: -5.35130 1.08613 0.03153
H: -4.51775 0.53156 2.27823
C: 1.17512 -3.62952 3.30936
Si: 2.11739 -2.46277 2.15387
C: 3.80508 -1.94712 2.79874
C: 2.51348 -3.63122 0.67771
C: 3.31616 -4.66533 1.20168
C: 3.78524 -5.72560 0.44621
C: 3.44590 -5.79190 -0.89688
C: 2.65834 -4.78814 -1.43158
C: 2.18106 -3.69692 -0.68949
Si: 1.13024 -2.42205 -1.70408
C: -0.20512 -3.58414 -2.47679
C: 2.26049 -2.16681 -3.25340
H: 1.68531 -4.57710 3.48425
H: 0.21210 -3.85148 2.84052
H: 0.97825 -3.15784 4.27131
H: 4.35966 -2.81944 3.15316
H: 3.71856 -1.23254 3.61403
H: 4.38089 -1.49310 1.98839
H: 3.59286 -4.64989 2.25048
H: 4.40470 -6.48884 0.90422
H: 3.78977 -6.61177 -1.51881
H: 2.39721 -4.85010 -2.48337
H: 0.24488 -4.39395 -3.06477
H: -0.85585 -3.01027 -3.14472
H: -0.84304 -4.03869 -1.71394
H: 2.44329 -3.09844 -3.80313
H: 3.23055 -1.73984 -2.98479
H: 1.77756 -1.46595 -3.94275
I: 2.75454 2.28652 8.16242
C: 2.65396 1.48558 6.22630
C: 2.65040 2.36875 5.11173
C: 2.28239 1.95422 3.86864
C: 1.83808 0.58361 3.60531
C: 1.71173 -0.24512 4.80022
C: 2.08283 0.20760 6.03495
C: 1.54405 0.20857 2.33641
O: 1.48021 0.99524 1.29265
O: 1.12422 -1.13476 2.00661
H: 2.98278 3.39473 5.24014
H: 2.34598 2.63216 3.02671
H: 1.29708 -1.23995 4.72462
H: 1.94840 -0.45243 6.88728
Br: -0.22759 1.22582 -8.26740
C: -1.20760 0.67823 -6.73650
C: -2.40288 -0.00130 -6.91375
N: -3.14066 -0.41667 -5.89057
C: -2.69121 -0.15694 -4.66291
C: -1.51079 0.52413 -4.39371
C: -0.74278 0.94976 -5.46751
C: -1.06667 0.78757 -2.97532
O: -1.82059 0.37838 -2.06181
O: 0.02448 1.39328 -2.81822
H: -2.76590 -0.21358 -7.91328
H: -3.29218 -0.50875 -3.83339
H: 0.18718 1.46965 -5.28073

Forces on atoms 1 to 3 (eV/Å):
0.35 -0.29 0.71
0.00 -0.02 -0.01
0.02 0.02 -0.03

[2]
Here is C33H37CeClO2Si2 as an isolated structure from OMol25. Energies are from wB97M-V/def2-TZVPD.

Results
frontier orbital gap (spin up / spin down): 0.13220 / 0.13208 Eh
total charge: +2

CARTESIAN COORDINATES (ANGSTROEM)
C: 0.57279 0.99290 -0.32047
C: 0.88721 0.24743 -1.49473
C: -0.24244 0.30975 -2.35606
H: 1.85385 -0.17928 -1.75370
C: -1.27916 1.08181 -1.70247
C: -0.77488 1.48790 -0.42106
H: -1.30038 2.09680 0.31455
H: 1.26057 1.19714 0.49112
H: -0.28803 -0.07976 -3.36738
H: -2.24721 1.33445 -2.12935
Ce: -1.06520 -0.95870 -0.38714
Si: -1.19406 -4.80845 -2.06045
C: 0.56057 -4.90691 -2.70442
C: 1.19566 -6.17615 -2.65320
H: 0.68312 -7.03250 -2.17175
C: 2.50786 -6.29912 -3.11464
H: 3.00573 -7.28511 -3.00481
C: 3.19797 -5.18704 -3.62534
H: 4.24672 -5.28542 -3.95776
C: 2.57223 -3.91892 -3.66340
H: 3.12793 -3.01956 -3.97555
C: 1.25627 -3.78220 -3.21639
H: 0.79578 -2.78203 -3.20007
C: -1.50429 -1.46385 -5.09736
C: -0.59939 -0.82529 -5.95576
H: 0.29341 -1.35757 -6.29031
C: -0.80238 0.51718 -6.34564
H: -0.08762 1.04394 -7.00145
C: -1.96536 1.20604 -5.95764
H: -2.24998 2.18316 -6.39824
C: -2.75304 0.62848 -4.95895
H: -3.61188 1.19182 -4.57446
C: -2.42305 -0.60649 -4.42968
H: -2.87786 -0.96365 -3.52484
H: -1.08772 -3.24460 -2.04557
Si: -2.18341 -3.16239 -4.91147
C: -3.55441 -3.01989 -6.21198
C: -3.28009 -3.33333 -7.54339
H: -2.41849 -3.92798 -7.79428
C: -4.08695 -2.83280 -8.58278
H: -3.81785 -3.01507 -9.62165
C: -5.19503 -2.02559 -8.29431
H: -5.76016 -1.51530 -9.09646
C: -5.55069 -1.82298 -6.95496
H: -6.42595 -1.20154 -6.70532
C: -4.75903 -2.34854 -5.91053
H: -5.04864 -2.18151 -4.87372
C: -1.16517 -4.55598 -5.66867
C: -0.05500 -4.36118 -6.49001
H: 0.19775 -3.37372 -6.84074
C: 0.77453 -5.43040 -6.81563
H: 1.68671 -5.26087 -7.37558
C: 0.46051 -6.72196 -6.39001
H: 1.13606 -7.56569 -6.58227
C: -0.70763 -6.94419 -5.65799
H: -0.95866 -7.94446 -5.28830
C: -1.53966 -5.87249 -5.33020
H: -2.44859 -6.04592 -4.73223
H: -1.09772 -5.10809 -0.56889
Cl: -3.56209 -1.57026 -0.92059
C: -3.18596 -1.19993 2.26982
O: -1.83458 -1.54217 1.93115
C: -1.23742 -2.66695 2.65509
C: 0.24012 -2.75348 2.24333
O: 0.65067 -1.57514 1.49591
C: 1.28802 -0.58335 2.33419
H: -3.47271 -0.38724 1.60193
H: -3.22808 -0.83201 3.29862
H: -3.87527 -2.04269 2.12114
H: -1.32212 -2.46526 3.73989
H: -1.77455 -3.59746 2.38247
H: 0.85837 -2.83703 3.15546
H: 0.39570 -3.62302 1.58379
H: 2.12748 -0.15565 1.77395
H: 0.56711 0.20595 2.60062
H: 1.66436 -1.07104 3.24683

Forces on atoms 1 to 3 (eV/Å):
-0.22 0.62 -0.60
-0.35 1.45 -0.14
-0.07 1.65 0.18

[3]
Here is C33H37ClLuO2Si2 as an isolated structure from OMol25. Energies are from wB97M-V/def2-TZVPD.

Results
energy relative to the best compared isomer or geometry (same formula, charge and spin): 81.3 kcal per mole
frontier orbital gap (spin up / spin down): 0.21687 / 0.23296 Eh
total charge: +1

CARTESIAN COORDINATES (ANGSTROEM)
C: 1.06060 0.75230 -1.13320
C: 1.43523 -0.23786 -2.08974
C: 0.54547 -0.13140 -3.19429
H: 2.32450 -0.85691 -2.03601
C: -0.39577 0.90726 -2.90943
C: -0.07981 1.45044 -1.63739
H: -0.55183 2.32480 -1.18698
H: 1.62184 1.01146 -0.23827
H: 0.62653 -0.70418 -4.11092
H: -1.21340 1.25057 -3.53747
Lu: -0.84174 -0.86515 -1.16983
Si: -2.23031 -3.23076 -4.26226
C: -2.15642 -5.16383 -4.24425
C: -3.27159 -6.00866 -4.10161
H: -4.27759 -5.59340 -3.97045
C: -3.12567 -7.40272 -4.14255
H: -3.99426 -8.03762 -3.94558
C: -1.88421 -7.97601 -4.39679
H: -1.76048 -9.06400 -4.38753
C: -0.79315 -7.13433 -4.65307
H: 0.17448 -7.56475 -4.90643
C: -0.93341 -5.74118 -4.55343
H: -0.06767 -5.10559 -4.74991
C: -3.67754 -3.25859 -5.56172
C: -3.50745 -4.21747 -6.59391
H: -2.53319 -4.69704 -6.73683
C: -4.56079 -4.66597 -7.39748
H: -4.37307 -5.44072 -8.14187
C: -5.84144 -4.12774 -7.23005
H: -6.67504 -4.51686 -7.81842
C: -6.00293 -3.06736 -6.32949
H: -6.98632 -2.61126 -6.24122
C: -4.91438 -2.58336 -5.57223
H: -5.04806 -1.67549 -4.98517
H: -0.94012 -2.76054 -4.81174
Si: -3.71092 -4.97388 -1.15359
C: -3.65072 -3.28318 -1.92411
C: -2.42004 -2.64300 -2.52844
H: -1.46027 -2.87794 -2.01782
C: -2.58214 -1.29828 -3.07078
H: -1.77937 -0.85478 -3.69076
C: -3.77906 -0.58514 -2.90248
H: -3.83373 0.44164 -3.25011
C: -4.88718 -1.21416 -2.33960
H: -5.82854 -0.68820 -2.27551
C: -4.80136 -2.51088 -1.83490
H: -5.64162 -2.91795 -1.27370
C: -1.94388 -5.57530 -0.95491
C: -0.82647 -4.72598 -0.81552
H: -0.96738 -3.75169 -0.32548
C: 0.43507 -5.13227 -1.24391
H: 1.23960 -4.41317 -1.41477
C: 0.66093 -6.50118 -1.41718
H: 1.66253 -6.86198 -1.66209
C: -0.39524 -7.40644 -1.23976
H: -0.21888 -8.47476 -1.31434
C: -1.69458 -6.95750 -1.01991
H: -2.52960 -7.65555 -0.92094
H: -4.39173 -4.89659 0.06361
Cl: -2.51307 -1.81051 0.43431
C: 1.69886 -2.52022 0.35283
O: 0.71505 -1.48728 0.49399
C: 0.59292 -1.08461 1.89507
C: -0.45605 -0.00782 2.06713
O: -0.87182 0.51749 0.79281
C: -1.91420 1.48950 0.93645
H: 1.23651 -3.48338 0.57837
H: 2.07466 -2.50072 -0.67236
H: 2.52417 -2.34874 1.05396
H: 0.33217 -1.97925 2.48604
H: 1.56407 -0.68587 2.22514
H: -1.34071 -0.42037 2.58787
H: -0.01711 0.82109 2.64800
H: -2.49809 1.26428 1.83253
H: -1.45607 2.47961 1.03130
H: -2.55942 1.45073 0.05071

Forces on atoms 1 to 3 (eV/Å):
0.35 0.44 -1.06
-0.14 1.10 -0.05
-0.13 0.16 0.21

Which of these has the highest total charge?
C33H37CeClO2Si2